{
  "formula": "C25H45Cl3O10Se2Si3Ta",
  "method": "ωB97M-V with the def2-TZVPD basis set",
  "fmax_ha_per_bohr": 0.0117,
  "gap_ev": 4.71,
  "charge": -1,
  "de_lowest_ev": 1.4524,
  "elements": ["Ta", "O", "C", "O", "C", "C", "C", "C", "C", "O", "C", "C", "O", "O", "H", "H", "H", "H", "H", "H", "H", "H", "O", "C", "C", "C", "O", "C", "Se", "C", "Se", "H", "H", "H", "H", "H", "H", "H", "H", "H", "H", "C", "O", "Si", "C", "C", "C", "Si", "C", "C", "C", "Si", "C", "C", "C", "H", "H", "H", "H", "H", "H", "H", "H", "H", "H", "H", "H", "H", "H", "H", "H", "H", "H", "H", "H", "H", "H", "H", "H", "H", "H", "H", "Cl", "C", "Cl", "Cl", "C", "O", "O"],
  "coordinates": [[1.8903, 0.2174, -0.5392], [1.6105, 1.1216, 2.8020], [1.3051, 0.1038, 2.2605], [0.7782, 0.1023, 0.9861], [1.5260, -1.2712, 2.8204], [0.7225, -2.3790, 2.1317], [0.8222, -3.6481, 2.9880], [2.2584, -4.1204, 2.6572], [2.7303, -3.0096, 1.7138], [1.5402, -2.6820, 0.9999], [3.0033, -1.7255, 2.5322], [3.8815, -0.7354, 1.7831], [4.9798, -0.4319, 2.1517], [3.3771, -0.2742, 0.6226], [1.3397, -1.1991, 3.8914], [-0.2697, -2.0785, 1.8023], [0.0766, -4.3789, 2.6836], [0.6704, -3.4358, 4.0460], [2.2455, -5.0653, 2.1163], [2.8972, -4.2342, 3.5328], [3.5138, -3.2870, 1.0156], [3.5371, -1.9465, 3.4544], [3.9284, 5.1549, -2.5654], [3.6679, 3.8832, -3.1546], [2.1918, 3.4653, -3.0983], [1.3572, 4.4070, -3.9876], [1.3467, 5.7528, -3.5568], [2.1187, 2.0534, -3.7210], [0.9605, 0.7281, -2.8464], [1.6257, 3.5446, -1.6862], [2.7000, 2.5819, -0.3415], [3.9213, 5.0406, -1.6066], [4.2916, 3.1180, -2.6853], [3.9744, 3.9688, -4.2001], [0.3197, 4.0624, -3.9909], [1.7369, 4.3356, -5.0169], [2.2481, 5.9713, -3.2769], [3.1108, 1.6207, -3.8347], [1.6887, 2.1170, -4.7212], [0.6102, 3.1539, -1.6443], [1.6096, 4.5796, -1.3460], [-0.7415, 2.7821, 0.7579], [-0.9644, 1.8426, -0.2707], [-2.5067, 1.0541, -0.3707], [-2.7958, 1.0586, -2.2395], [-3.7140, 2.4081, 0.1881], [-2.6500, -0.5223, 0.4960], [-3.1640, -0.4370, 2.2289], [-5.0375, -0.2682, 2.5040], [-2.6718, -1.8964, 3.3576], [-2.3969, 1.0003, 3.2188], [-2.8186, -2.0340, -0.4883], [-2.8528, -3.6757, 0.4721], [-1.3787, -2.2946, -1.6931], [-4.4060, -2.2311, -1.5215], [-1.6271, 2.9482, 1.3737], [-0.4577, 3.7508, 0.3289], [0.0659, 2.4523, 1.4161], [-2.8580, 2.1065, -2.5512], [-3.7406, 0.5832, -2.4942], [-2.0101, 0.5977, -2.8323], [-3.4347, 3.3766, -0.2339], [-3.8481, 2.5251, 1.2611], [-4.6893, 2.1362, -0.2263], [-5.5429, -1.1754, 2.1600], [-5.4414, 0.5635, 1.9236], [-5.2958, -0.1148, 3.5551], [-2.8269, -2.8908, 2.9456], [-3.2639, -1.8168, 4.2747], [-1.6223, -1.8140, 3.6562], [-2.8436, 1.9762, 3.0321], [-1.3249, 1.0853, 3.0193], [-2.5195, 0.7881, 4.2853], [-1.9745, -3.8395, 1.0940], [-2.8888, -4.4815, -0.2666], [-3.7385, -3.7714, 1.1038], [-0.4410, -2.3757, -1.1357], [-1.2833, -1.4834, -2.4132], [-1.4823, -3.2231, -2.2620], [-5.2556, -2.3482, -0.8420], [-4.3627, -3.1192, -2.1571], [-4.6205, -1.3743, -2.1565], [4.8472, -2.1366, -3.8307], [4.7125, -1.6147, -2.1413], [6.1057, -2.1534, -1.2102], [4.6523, 0.1600, -2.1004], [3.4125, -2.2932, -1.5719], [3.4626, -3.4732, -1.3661], [2.3901, -1.5186, -1.4490]],
  "atomic_forces_ev_per_a": [[0.3173, -0.4896, 0.1399], [-0.1035, -0.0349, 0.1824], [-0.2322, 0.0445, -0.3040], [0.0918, -0.0291, -0.0170], [0.1389, 0.2122, 0.0924], [-0.1162, -0.0295, 0.0365], [-0.0630, 0.0192, 0.0025], [0.0266, -0.0480, -0.0290], [0.0266, -0.0022, -0.0679], [-0.0007, 0.0128, -0.0574], [-0.0482, 0.0076, 0.1446], [0.1580, -0.0605, 0.0112], [-0.0184, 0.0152, 0.0320], [-0.1218, 0.1580, -0.0471], [0.0431, -0.0462, -0.0099], [-0.0383, -0.0349, -0.0183], [-0.0257, -0.0052, -0.0422], [-0.0098, -0.0034, 0.0071], [0.0090, -0.0111, 0.0119], [0.0102, 0.0272, 0.0047], [0.0186, -0.0289, 0.0146], [-0.0148, 0.0180, -0.0175], [0.0088, 0.0409, 0.0938], [0.0228, -0.0060, -0.0667], [-0.0589, -0.0790, -0.0454], [-0.0400, -0.0381, 0.0202], [0.0415, 0.0361, 0.0322], [-0.0373, 0.0647, -0.0273], [-0.2661, 0.1663, -0.1916], [0.0760, 0.0674, 0.1186], [0.0518, 0.0180, -0.0898], [0.0150, 0.0174, -0.0534], [-0.0208, 0.0091, 0.0168], [-0.0066, -0.0146, 0.0039], [-0.0048, 0.0073, -0.0119], [0.0088, -0.0116, 0.0096], [-0.0589, 0.0016, -0.0166], [-0.0219, -0.0606, 0.0810], [0.0321, -0.0084, -0.0054], [0.0173, -0.0076, 0.0046], [0.0028, -0.0260, 0.0034], [0.1118, 0.0914, 0.1011], [-0.3502, -0.0890, -0.0726], [0.2266, -0.0674, 0.0898], [0.0875, 0.0974, 0.0799], [-0.1256, -0.1222, -0.0838], [-0.0699, 0.1352, -0.1254], [0.0659, 0.0206, 0.0261], [0.0494, -0.0821, -0.0574], [-0.0136, 0.0791, 0.0103], [0.0298, -0.1073, -0.0045], [0.0785, -0.0292, 0.0239], [-0.0552, 0.0596, -0.0496], [-0.0107, -0.0608, 0.0339], [-0.0058, 0.0617, 0.1164], [0.0471, 0.0029, -0.0187], [0.0210, -0.0043, -0.0227], [-0.0275, 0.0472, -0.0127], [0.0232, -0.0060, -0.0039], [-0.1026, -0.0558, -0.0113], [0.0706, -0.0975, 0.0022], [0.0187, 0.0416, -0.0175], [0.0038, -0.0088, 0.0528], [-0.0440, 0.0152, -0.0032], [-0.0270, -0.0222, -0.0051], [0.0071, 0.0434, -0.0155], [-0.0012, 0.0036, 0.0516], [-0.0282, -0.0084, -0.0382], [-0.0008, -0.0082, 0.0324], [0.0298, -0.0023, -0.0150], [-0.0255, 0.0213, -0.0260], [-0.0118, 0.0073, 0.0303], [-0.0050, 0.0049, 0.0292], [0.1332, 0.0036, 0.0733], [-0.0043, -0.0246, -0.0130], [-0.0206, 0.0131, 0.0250], [0.0938, 0.0420, 0.0512], [0.0344, 0.1271, -0.0652], [-0.0509, -0.0202, -0.0206], [-0.0218, 0.0033, 0.0076], [0.0268, -0.0546, -0.0161], [0.0130, 0.0922, -0.0762], [0.0197, -0.0182, -0.0237], [0.0124, 0.0921, -0.0449], [0.0237, -0.0219, 0.0178], [-0.0319, -0.1039, -0.0332], [0.1248, -0.2055, -0.0257], [-0.0321, -0.0210, -0.0207], [-0.0956, 0.2677, 0.1223]]
}